No. 1
ORCA calculation (ωB97M-V with the def2-TZVPD basis set) on C34H21Br2Cl2N7O4S5Tl as an isolated structure.

Structure (XYZ):
```
76
Properties=species:S:1:pos:R:3:lowdin_charge:R:1
Tl 0.1086 0.3980 0.3188 0.712
Cl 0.5295 5.9165 4.1981 0.630
C 0.3716 4.2314 3.7832 -0.675
C -0.3358 3.8940 2.6476 -0.048
C -0.5095 2.5539 2.3103 -0.265
N -1.1235 2.1101 1.1311 0.016
C -2.0817 2.8439 0.5558 -0.495
O -2.7479 3.7262 1.0976 0.025
C -2.3868 2.5519 -0.8967 -0.217
C -3.2733 3.4077 -1.5414 -0.021
C -3.5662 3.1902 -2.8724 -0.050
C -2.9571 2.1259 -3.5183 -0.042
C -2.0823 1.3374 -2.7969 -0.161
N -1.7951 1.5275 -1.5065 0.084
C 0.0486 1.5522 3.1139 -0.275
C 0.7873 1.9067 4.2437 -0.040
C 0.9347 3.2362 4.5787 -0.674
Cl 1.8297 3.6390 6.0184 0.633
N -0.1207 0.2751 2.6117 0.020
C 0.1316 -0.8184 3.3356 -0.462
O 0.2960 -0.9022 4.5530 0.037
C 0.1315 -2.1008 2.5326 -0.203
C 0.5168 -3.2795 3.1501 -0.006
C 0.5555 -4.4363 2.3970 -0.053
C 0.1726 -4.3829 1.0667 -0.048
C -0.2210 -3.1665 0.5375 -0.149
N -0.2293 -2.0408 1.2527 0.043
H -0.7794 4.6653 2.0352 0.098
H -3.7013 4.2173 -0.9702 0.116
H -4.2488 3.8435 -3.4015 0.108
H -3.1432 1.8998 -4.5598 0.109
H -1.5674 0.5286 -3.2838 0.050
H 1.2206 1.1367 4.8622 0.106
H 0.7968 -3.2459 4.1921 0.120
H 0.8941 -5.3660 2.8366 0.109
H 0.1992 -5.2588 0.4327 0.104
H -0.5365 -3.0869 -0.4928 0.069
Br 1.1424 3.0000 -2.6616 0.618
C 1.2316 4.2469 -1.2006 -1.053
Br -0.2247 5.5150 -1.2036 0.622
H 2.1614 4.7930 -1.2718 0.000
H 1.1597 3.6847 -0.2817 -0.080
O 3.6391 -2.7969 2.4092 -0.277
S 3.8355 -2.1563 1.1392 0.637
O 3.8951 -2.9705 -0.0397 -0.292
N 2.7185 -0.9543 0.9379 -0.128
C 3.2500 0.2277 1.0281 -0.753
S 2.3910 1.6937 0.9398 0.751
C 4.7403 0.2270 1.2297 -0.214
C 5.6008 1.2990 1.3832 -0.024
C 6.9535 1.0313 1.5469 -0.067
C 7.4291 -0.2789 1.5589 -0.074
C 6.5621 -1.3548 1.4117 -0.033
C 5.2234 -1.0645 1.2410 -0.217
H 5.2169 2.3108 1.3791 0.102
H 7.6499 1.8510 1.6682 0.103
H 8.4880 -0.4607 1.6917 0.102
H 6.9190 -2.3759 1.4302 0.120
S -2.3023 -1.7598 -6.2544 0.556
C -1.6428 -1.7418 -4.7311 -1.117
S -0.0174 -1.2294 -4.4050 0.998
C -0.2875 -1.3673 -2.6959 -1.079
N -1.4611 -1.8068 -2.3903 0.030
N -2.2099 -2.0192 -3.5338 -0.142
C -3.5392 -2.4955 -3.2952 -0.207
C -4.0923 -3.4862 -4.0876 -0.045
C -5.3779 -3.9278 -3.8085 -0.081
C -6.0947 -3.3915 -2.7491 -0.094
C -5.5190 -2.4098 -1.9528 -0.076
C -4.2383 -1.9571 -2.2233 -0.009
S 0.9621 -0.9711 -1.5602 0.625
H -3.5267 -3.9027 -4.9078 0.086
H -5.8172 -4.7015 -4.4250 0.102
H -7.0992 -3.7376 -2.5420 0.099
H -6.0661 -1.9906 -1.1185 0.105
H -3.7709 -1.2012 -1.6074 0.110
```

relative energy (zero: lowest compared OMol25 entry of this formula, charge and spin)	25.9	kJ/mol
multiplicity	1
gap between HOMO and LUMO	6.811	eV
net charge	-1
calculated total energy	-278223.2360	eV
LUMO	1.62	eV

No. 2
ORCA calculation (ωB97M-V with the def2-TZVPD basis set) on C34H21Br2Cl5N3O4SeW as an isolated structure.

Structure (XYZ):
```
71
Properties=species:S:1:pos:R:3:lowdin_spin:R:1
W -0.6327 0.1032 1.1624 0.870
Br -2.7312 3.7102 -1.9868 0.010
C -2.6384 3.6595 -0.0967 0.040
C -3.1449 4.7438 0.6164 0.023
C -3.0441 4.7641 1.9885 0.051
Br -3.7592 6.2623 2.9225 0.003
C -2.4231 3.7279 2.7137 0.020
C -2.2601 3.6638 4.1243 0.236
C -1.6255 2.5476 4.6563 0.034
C -1.1503 1.5331 3.8587 0.187
N -1.2805 1.5792 2.4989 0.137
C -1.9168 2.6559 1.9499 0.038
C -2.0334 2.5870 0.5460 0.037
O -1.5156 1.5268 -0.0679 0.029
H -3.6057 5.5643 0.0861 0.001
H -2.6307 4.4603 4.7506 0.016
H -1.4967 2.4556 5.7277 -0.003
H -0.6758 0.6527 4.2608 0.013
O -1.3833 -0.8663 2.3768 0.083
Se 1.2894 -0.1231 -0.8239 0.039
C 3.1119 0.2577 -1.0766 0.005
C 4.1220 -0.6596 -0.7742 0.003
C 5.4385 -0.3431 -1.0576 0.000
N 5.8453 0.8007 -1.6120 0.003
C 4.8734 1.6707 -1.8972 0.000
C 3.5277 1.4586 -1.6590 0.003
H 3.8698 -1.6112 -0.3243 0.000
H 6.2238 -1.0555 -0.8205 0.000
H 5.1967 2.6054 -2.3469 0.000
H 2.7959 2.2110 -1.9223 0.001
C -3.3483 0.8622 -3.6912 0.000
O -2.9462 -0.3364 -4.3799 0.000
C -1.6130 -0.6213 -4.2009 0.001
C -0.6050 0.0831 -4.8252 0.000
C 0.7129 -0.3124 -4.6384 0.002
C 1.0151 -1.4027 -3.8416 0.001
C 0.0099 -2.1143 -3.2055 0.000
C -1.3016 -1.7104 -3.3840 0.000
N -2.4377 -2.4152 -2.8978 0.001
C -2.5606 -3.2983 -1.9536 0.002
C -1.6026 -3.6318 -0.9517 0.002
C -1.2794 -4.9950 -0.7592 0.002
C -0.3707 -5.3677 0.1921 0.000
C 0.1741 -4.3688 1.0270 0.003
C -0.1845 -3.0551 0.9141 0.010
C -1.0827 -2.6237 -0.0935 0.007
O -1.4643 -1.3915 -0.2129 0.019
H -2.9257 1.7381 -4.1847 0.000
H -3.0087 0.8374 -2.6549 0.000
H -4.4336 0.9014 -3.7383 0.000
H -0.8587 0.9255 -5.4552 0.000
H 1.5123 0.2432 -5.1105 0.000
H 2.0457 -1.6873 -3.6837 0.000
H 0.2470 -2.9541 -2.5708 0.000
H -3.2722 -2.1454 -3.4099 0.000
H -3.5189 -3.8140 -1.9706 0.000
H -1.7332 -5.7342 -1.4114 0.000
H -0.0889 -6.4043 0.3150 0.000
H 0.8714 -4.6498 1.8083 0.000
H 0.1930 -2.3238 1.5951 0.006
Cl 0.3988 -2.4268 3.7377 0.004
C 1.4159 -0.9959 3.4589 0.015
C 1.1131 0.0293 2.5363 0.005
C 1.9871 1.1167 2.5532 0.015
Cl 1.6558 2.4694 1.5065 0.015
C 3.1151 1.2052 3.3627 -0.003
Cl 4.1470 2.5837 3.3084 -0.002
C 3.4048 0.1584 4.2255 0.015
Cl 4.7995 0.2303 5.2396 0.005
C 2.5490 -0.9389 4.2779 -0.003
Cl 2.9225 -2.2074 5.3933 -0.002
```

relative energy (zero: lowest compared OMol25 entry of this formula, charge and spin)	0.0	kJ/mol
multiplicity	3
gap between HOMO and LUMO (spin up / spin down)	3.582 / 5.851	eV
net charge	-1
calculated total energy	-318129.7189	eV
LUMO (spin up / spin down)	0.94 / 0.95	eV

No. 3
ORCA calculation (ωB97M-V with the def2-TZVPD basis set) on C34H22ClF5MgN4O3 as an isolated structure.

Structure (XYZ):
```
70
Properties=species:S:1:pos:R:3:lowdin_charge:R:1
Mg 0.1378 -1.4314 0.2387 0.702
C -1.8398 -4.4627 2.6638 -0.043
C -1.3181 -3.0584 2.4042 -0.488
O -0.6205 -2.9295 1.3610 -0.094
C -1.6250 -2.0521 3.3084 -0.059
C -1.1023 -0.7257 3.2130 -0.361
C -1.3738 0.2156 4.3637 -0.061
N -0.3974 -0.3430 2.1926 0.007
N 0.0889 0.9631 2.2887 0.062
C 0.8816 1.1909 1.2736 -0.496
O 1.1691 0.3812 0.3384 -0.108
C 1.4833 2.5658 1.2113 -0.134
C 2.4054 2.8566 0.2111 -0.032
C 2.9372 4.1332 0.0951 -0.105
C 2.5514 5.1357 0.9761 -0.129
C 1.6363 4.8475 1.9833 -0.114
C 1.1085 3.5704 2.1009 -0.048
H -0.9922 -5.1473 2.7346 0.072
H -2.4386 -4.5260 3.5742 0.055
H -2.4397 -4.7792 1.8080 0.072
H -2.2196 -2.3002 4.1787 0.067
H -2.0030 -0.2678 5.1122 0.056
H -0.4353 0.5310 4.8228 0.068
H -1.8562 1.1258 4.0024 0.047
H 2.6709 2.0605 -0.4740 0.116
H 3.6516 4.3502 -0.6916 0.090
H 2.9601 6.1360 0.8816 0.082
H 1.3297 5.6256 2.6743 0.086
H 0.3854 3.3230 2.8675 0.102
Cl -1.0284 -2.7459 -7.1277 0.549
C -0.9290 -2.6679 -5.3722 -0.694
C -0.7313 -3.8481 -4.6438 -0.138
C -0.6622 -3.8089 -3.2777 -0.005
C -0.7789 -2.5822 -2.5353 -0.373
O -0.7409 -2.5817 -1.2775 -0.082
C -0.9618 -1.3957 -3.3259 -0.133
C -1.1126 -0.0983 -2.7185 -0.088
N -1.0217 0.1727 -1.4712 0.114
C -1.1410 1.5203 -1.1144 -0.213
C -0.3984 2.5051 -1.7193 -0.023
C -0.4765 3.8493 -1.2982 -0.087
C -1.2775 4.2051 -0.2523 -0.064
C -2.0430 3.2156 0.4112 -0.169
C -2.8448 3.5051 1.5367 -0.037
C -3.5398 2.5014 2.1476 -0.079
C -3.4570 1.1985 1.6026 -0.155
N -2.7420 0.8953 0.5568 0.152
C -2.0011 1.8719 -0.0247 -0.160
C -1.0430 -1.4670 -4.7225 -0.095
H -0.6302 -4.7872 -5.1753 0.090
H -0.5034 -4.7094 -2.6979 0.109
H -1.3428 0.7158 -3.4216 0.123
H 0.3110 2.2189 -2.4857 0.118
H 0.1475 4.5914 -1.7813 0.099
H -1.3043 5.2259 0.1116 0.103
H -2.8790 4.5227 1.9121 0.106
H -4.1406 2.6869 3.0290 0.091
H -4.0001 0.3782 2.0646 0.106
H -1.1926 -0.5556 -5.2917 0.101
F 2.1649 -0.6470 -2.2346 0.043
C 2.7504 -1.7186 -1.6222 -0.246
C 2.1497 -2.3035 -0.5298 0.024
C 2.8418 -3.3880 -0.0442 -0.244
F 2.3821 -4.0755 1.0408 0.040
C 4.0315 -3.8706 -0.5703 -0.163
F 4.6676 -4.9462 -0.0430 0.059
C 4.5864 -3.2354 -1.6644 -0.162
F 5.7445 -3.6782 -2.2053 0.066
C 3.9359 -2.1391 -2.2013 -0.160
F 4.4749 -1.5189 -3.2778 0.065
```

relative energy (zero: lowest compared OMol25 entry of this formula, charge and spin)	33.1	kJ/mol
multiplicity	1
gap between HOMO and LUMO	5.599	eV
net charge	-2
calculated total energy	-79277.2053	eV
LUMO	4.34	eV